Run i
{"formula": "C6H13N4", "method": "wB97M-V/def2-TZVPD", "species": ["C", "C", "C", "C", "C", "C", "N", "N", "N", "N", "H", "H", "H", "H", "H", "H", "H", "H", "H", "H", "H", "H", "H"], "xyz": [[-2.72311, -0.43712, 1.12212], [2.46302, -1.55616, -0.05965], [2.83284, 0.79391, 0.60789], [1.52942, 0.31732, -1.51118], [-4.79479, 0.08327, -0.24509], [2.25428, -0.10587, -0.33425], [-1.16274, -0.23248, 0.66387], [-2.51455, 0.27030, -0.98538], [-1.31415, 0.19810, -0.52245], [-3.38145, -0.08701, 0.04879], [-3.14074, -0.91588, 1.99690], [1.40931, -1.97380, -0.02309], [3.15513, -1.55250, 0.73608], [3.01941, -2.14414, -0.89255], [2.49978, 0.58462, 1.70021], [3.86614, 0.76056, 0.86691], [2.65259, 1.92210, 0.45635], [1.37057, -0.25169, -2.43529], [1.37368, 1.34746, -1.74843], [0.46056, 0.26511, -1.13948], [-5.28186, 0.68553, 0.40193], [-4.83484, 0.52062, -1.25948], [-5.21042, -0.92344, -0.19231]], "nbo_charge": [0.156, -0.726, -0.785, -0.808, -0.405, 0.534, -0.276, -0.111, -0.085, -0.159, 0.244, 0.302, 0.242, 0.294, 0.317, 0.321, 0.266, 0.294, 0.276, 0.397, 0.227, 0.256, 0.229], "total_charge": 1, "gap_ev": 8.16, "mol_weight_g_mol": 141.2, "spin_multiplicity": 1}



Run ii
{"formula": "C6H13N4", "method": "wB97M-V/def2-TZVPD", "species": ["C", "C", "C", "C", "C", "C", "N", "N", "N", "N", "H", "H", "H", "H", "H", "H", "H", "H", "H", "H", "H", "H", "H"], "xyz": [[3.46841, 0.28835, -0.36434], [-0.67421, 0.94766, -0.25228], [1.10872, -1.45000, 0.83665], [-2.60133, 0.00120, 0.73397], [-1.87689, -0.54691, -1.61617], [1.58742, -0.07579, 1.08719], [1.44072, 1.97070, -0.30994], [2.43550, 0.41763, 0.28676], [0.22006, 1.67358, -0.59813], [-1.64423, 0.09591, -0.32529], [4.22782, -0.31821, 0.13472], [3.69176, 0.92840, -1.25477], [0.39076, -1.68573, 1.61216], [1.95291, -2.14681, 0.73854], [0.45205, -1.54403, -0.13880], [-2.23799, -0.83699, 1.45692], [-3.61261, -0.25504, 0.22302], [-2.63668, 1.01721, 1.19703], [-0.83593, -0.30246, -2.04626], [-2.59136, 0.16283, -2.14214], [-2.30751, -1.49940, -1.68828], [1.16781, 0.54342, 1.76946], [1.73368, 2.79590, -0.86154]], "nbo_charge": [-0.003, 0.473, -0.661, -0.411, -0.410, 0.056, -0.533, -0.145, -0.107, -0.402, 0.227, 0.241, 0.242, 0.248, 0.229, 0.219, 0.231, 0.235, 0.222, 0.216, 0.237, 0.226, 0.371], "total_charge": 1, "gap_ev": 8.19, "mol_weight_g_mol": 141.2, "spin_multiplicity": 1}



Most stable structure among those shown: run i. Next: +1.946 eV.